# 1
C37H35I2N5O5PYb as an isolated structure. Source: OMol25; level of theory: ωB97M-V with the def2-TZVPD basis set.

Computed properties:
Highest occupied orbital energy (spin up / spin down) (eV): -4.84 / -7.03
Total charge: 0
E_LUMO (spin up / spin down) (eV): -0.3165 / -0.3168
E_tot (eV): -113643.32245
Spin multiplicity: 2
F_max (eV Å⁻¹): 3.64
Gap between HOMO and LUMO (spin up / spin down) (eV): 4.519 / 6.717

Structure (XYZ):
```
86
Properties=species:S:1:pos:R:3:forces:R:3:mulliken_charge:R:1
Yb 13.075754 9.958363 9.452006 0.381 0.824 0.442 0.585
N 12.601026 8.362885 7.756568 -0.411 -1.692 0.422 -0.473
C 11.590705 8.792276 6.769037 -0.741 0.913 0.417 -0.479
C 10.846726 10.129995 7.085773 0.932 -0.988 -0.096 0.410
O 9.888830 10.413636 6.399875 -1.360 0.224 -1.057 -0.749
N 11.390487 10.846323 8.028451 2.062 0.132 1.474 -0.189
C 10.825893 12.118681 8.343971 -0.252 -0.622 0.577 -0.600
C 11.175189 12.421753 9.849600 1.707 -0.684 0.526 0.487
O 10.425171 13.388004 10.443027 -0.555 0.373 0.307 -0.067
O 12.080116 11.919574 10.559689 -2.036 1.232 -2.754 -0.116
H 13.164121 7.631829 7.311182 0.029 0.420 0.166 0.259
H 12.152697 7.822124 8.533002 0.005 0.425 -0.694 0.268
H 10.776215 8.080599 6.582744 0.542 -0.126 -0.181 0.281
H 12.175324 9.037392 5.896518 -0.192 -0.243 -0.699 0.241
H 9.724299 12.022231 8.284123 0.300 0.604 0.100 0.515
H 11.182878 12.872398 7.589028 -0.372 0.009 1.136 0.142
I 10.585935 9.123836 11.057374 -1.010 -0.325 -0.218 -0.131
C 12.145008 8.480095 12.540246 -0.635 -0.172 1.981 -0.630
I 14.088392 7.756156 11.762885 1.110 -0.231 -0.643 -0.239
H 11.729297 7.698970 13.267289 0.489 1.088 -0.944 0.372
H 12.413495 9.428388 13.054108 -0.283 -0.646 -0.085 0.210
O 8.511619 12.180679 10.468553 0.712 1.220 1.379 -0.542
C 9.146622 13.086394 10.963235 -0.586 -0.979 -2.299 0.240
C 8.657849 14.157889 11.886079 -2.721 -0.862 -2.058 0.351
C 7.339876 14.676365 11.571092 0.573 -0.680 -0.312 -0.713
C 6.826768 15.740076 12.281650 1.034 0.769 -0.117 -0.709
C 7.574714 16.119654 13.400175 1.372 0.002 1.350 -0.526
C 8.799824 15.550165 13.773120 -0.783 -0.772 -0.147 -0.377
C 9.369532 14.529686 12.963966 -0.549 2.035 1.832 0.314
P 10.820845 13.581098 13.304337 0.297 -1.907 0.639 1.330
C 10.327185 12.482140 14.711384 -1.367 -0.608 0.365 0.079
C 11.312244 11.736664 15.306814 2.790 -0.149 -1.058 -0.191
C 11.097799 10.516510 15.980270 0.924 1.126 -0.435 -0.742
C 9.802407 10.164224 16.226384 -0.765 -0.667 1.339 -0.355
C 8.763357 11.052929 15.897485 -1.037 -1.437 0.412 -0.666
C 9.007338 12.102456 15.073682 0.985 1.773 -1.257 -0.462
C 11.951714 14.675043 14.112704 0.278 1.063 -0.100 0.054
C 12.892268 15.272558 13.264869 1.251 0.079 1.357 -0.518
C 14.043202 15.861857 13.875556 -0.939 -0.626 -0.616 -0.375
C 14.061118 16.078346 15.240409 -0.220 0.584 1.611 -0.584
C 12.999231 15.621380 16.066801 0.417 0.092 -0.105 -0.696
C 11.979483 14.853190 15.496748 0.778 1.075 0.376 -0.248
H 6.726007 14.193175 10.796309 0.716 0.364 0.062 0.441
H 6.050535 16.435616 11.913902 -0.070 -1.137 0.411 0.360
H 7.254802 16.827200 14.146984 -0.614 0.513 -0.347 0.402
H 9.205230 15.777413 14.774351 0.019 0.059 -0.825 0.307
H 12.360175 12.083733 15.027709 -1.091 -0.865 0.698 0.254
H 11.967014 9.909389 16.276746 -0.632 0.282 -0.123 0.428
H 9.616719 9.225363 16.784855 -0.136 0.725 -0.449 0.345
H 7.713649 10.861886 16.215463 0.965 -0.062 -0.324 0.334
H 8.234680 12.707807 14.632994 -0.628 -0.012 0.209 0.344
H 12.750150 15.231766 12.179116 0.399 -0.292 0.388 0.484
H 14.956404 15.989151 13.311832 -0.152 0.663 -0.328 0.404
H 14.852084 16.707022 15.742079 -0.628 -1.075 -0.810 0.304
H 13.031224 15.828633 17.163348 -0.127 -0.188 -1.096 0.348
H 11.170243 14.490440 16.116972 0.137 -0.283 -0.033 0.434
C 13.161006 15.178224 6.260910 -0.964 -0.743 -0.210 -1.540
C 14.171312 15.061524 7.340527 1.183 0.733 0.358 1.067
C 14.044974 15.790273 8.570933 1.126 -1.333 -0.437 -0.554
C 15.181879 15.966951 9.386552 -0.872 -0.379 -1.091 -0.388
C 16.398700 15.329831 9.015181 -0.828 1.298 1.809 -0.056
N 17.502590 15.487133 9.946011 1.222 0.179 0.067 -0.047
C 17.747275 14.883565 11.162096 -0.524 -0.512 0.966 0.077
O 18.727777 15.058991 11.881013 -0.979 0.417 -1.238 -0.676
N 16.686677 14.028763 11.625983 -0.280 -0.083 0.407 0.108
C 16.439309 12.883492 10.801409 2.475 -0.060 -0.357 -0.426
C 17.638508 12.244348 10.334510 -1.805 -0.511 -0.867 0.034
C 17.508448 11.479125 9.172240 1.306 0.510 0.010 -0.665
C 16.269751 11.371911 8.586423 -1.706 -0.782 -0.313 -0.482
N 15.123661 11.688827 9.237784 0.224 0.475 0.218 -0.146
C 15.194412 12.491716 10.329318 1.966 -0.923 -1.274 -1.061
C 16.482789 14.600659 7.858052 1.045 -2.400 -0.421 -0.286
C 15.377872 14.444777 7.005094 -0.115 1.065 0.911 -0.802
H 13.273922 14.422302 5.466795 0.093 0.038 0.462 0.377
H 13.299140 16.130668 5.739003 -0.458 0.071 0.334 0.357
H 12.161432 15.031891 6.697461 0.030 0.537 -0.476 0.319
H 13.040371 16.047372 8.897135 0.251 0.592 -0.103 0.384
H 15.088095 16.613753 10.265948 0.312 -0.554 -0.161 0.451
H 18.215882 16.198543 9.760399 -0.426 -0.553 -0.223 0.265
H 16.893666 13.731381 12.578899 0.085 0.384 -0.168 0.368
H 18.646622 12.355394 10.750206 -0.672 0.439 0.146 0.409
H 18.430799 11.118009 8.681490 -0.789 0.041 0.204 0.389
H 16.081814 10.984491 7.557750 0.493 0.002 0.993 0.450
H 14.299412 12.840298 10.756070 -1.069 0.379 0.478 1.305
H 17.371115 13.902800 7.720373 -0.932 1.445 -0.031 0.471
H 15.419003 13.928745 6.050956 0.299 -0.112 0.233 0.350
```
Forces are in eV/Å.

# 2
C20H22IrN6O6 as an isolated structure. Source: OMol25; level of theory: ωB97M-V with the def2-TZVPD basis set.

Computed properties:
Highest occupied orbital energy (spin up / spin down) (eV): -17.76 / -17.74
Total charge: +3
E_LUMO (spin up / spin down) (eV): -9.3776 / -11.6195
E_tot (eV): -45136.63310
Spin multiplicity: 5
F_max (eV Å⁻¹): 1.65
Gap between HOMO and LUMO (spin up / spin down) (eV): 8.386 / 6.118

Structure (XYZ):
```
55
Properties=species:S:1:pos:R:3:forces:R:3:mulliken_charge:R:1
Ir 0.510093 0.362084 -0.752250 -0.111 -0.052 -0.303 3.688
O 3.562910 -1.147252 2.001445 0.273 -0.138 0.257 -0.404
C 2.570533 -0.606163 1.373804 -0.094 0.233 0.180 0.234
O 2.079844 -1.036724 0.341503 -0.558 0.212 -0.618 -0.534
C 2.005047 0.612428 2.049980 0.214 0.267 0.390 0.522
C 2.494958 1.158052 3.236932 -0.184 -0.165 -0.225 -0.671
C 1.832284 2.248422 3.787204 -0.092 -0.071 -0.173 -0.773
C 0.688978 2.740268 3.164527 0.004 -0.288 -0.388 -0.898
C 0.281090 2.146949 1.967478 0.086 0.182 0.396 1.233
N 0.951003 1.131524 1.432134 -0.075 -0.321 -0.688 -0.281
C -0.922077 2.547631 1.159594 0.367 -0.167 0.140 0.109
O -1.749749 3.444833 1.594163 -0.354 0.194 -0.102 -0.433
O -1.119480 2.024796 0.064839 0.223 -0.292 -0.088 -0.812
H 3.905156 -1.972765 1.601526 -0.197 0.235 -0.079 0.440
H 3.359564 0.729964 3.720663 0.072 -0.046 0.006 0.583
H 2.197422 2.699144 4.697742 -0.009 0.032 0.085 0.495
H 0.151119 3.569901 3.602125 0.017 0.030 0.034 0.294
H -1.618237 3.803316 2.488438 0.157 -0.194 -0.165 0.328
C -1.900563 -3.594480 -0.151710 0.166 -0.056 0.135 -1.236
C -1.695481 -2.203881 -0.652707 -1.143 -0.617 -0.521 0.714
O -0.731956 -1.519241 -0.277112 1.141 1.136 0.363 -0.799
N -2.607174 -1.748941 -1.518813 -0.002 0.002 0.228 0.016
C -2.505081 -0.454703 -2.158822 0.471 0.154 -0.113 -1.028
C -1.455493 -0.545857 -3.248309 -0.795 -0.104 -0.275 0.991
C -1.777010 -1.014476 -4.517909 0.209 0.222 0.208 -0.950
C -0.766501 -1.179350 -5.451570 -0.013 -0.072 -0.059 -0.397
C 0.537806 -0.887390 -5.085353 0.129 0.097 0.289 -0.904
C 0.777460 -0.418274 -3.804502 0.327 -0.206 -0.720 -0.187
N -0.199295 -0.254916 -2.916537 0.452 0.474 1.296 -0.160
H -1.819109 -3.612082 0.932461 -0.047 0.042 0.058 0.346
H -1.107632 -4.233672 -0.536791 0.087 -0.005 -0.071 0.311
H -2.858214 -4.003641 -0.459489 -0.040 -0.016 0.042 0.369
H -3.359774 -2.360995 -1.805372 0.103 0.015 0.173 0.311
H -2.190964 0.293910 -1.415091 -0.283 -0.130 -0.135 -0.240
H -3.482685 -0.178524 -2.555474 0.136 0.009 0.038 0.668
H -2.801689 -1.239377 -4.770486 -0.110 0.000 0.011 0.511
H -0.988838 -1.541485 -6.448011 -0.011 0.017 0.043 0.464
H 1.363774 -1.028427 -5.764697 0.034 0.018 -0.072 0.469
H 1.780908 -0.189499 -3.476085 0.107 0.040 0.011 0.509
C 4.647068 2.672936 -2.516689 0.952 -0.237 0.301 -0.975
N 3.228203 2.964601 -2.551082 -0.552 -0.542 0.347 0.163
C 2.740305 4.026686 -3.228055 -0.921 0.413 -0.196 -0.129
C 1.408465 4.301159 -3.266344 0.155 -0.065 0.052 -1.141
C 0.509641 3.442101 -2.563148 0.526 0.347 -0.229 0.740
N 1.028036 2.387688 -1.918256 -0.100 -0.589 0.504 -0.043
C 2.353735 2.151825 -1.879265 -0.161 0.922 -0.594 0.127
O 2.727015 1.164492 -1.217597 -0.187 -0.949 0.444 -0.727
N -0.793829 3.655180 -2.513014 -0.253 -0.052 0.039 -0.260
H 5.137163 3.083357 -3.397360 -0.140 -0.023 0.006 0.374
H 4.794952 1.594358 -2.484904 -0.020 0.103 -0.082 0.343
H 5.106377 3.105698 -1.624406 -0.077 -0.022 -0.088 0.330
H 3.457213 4.655807 -3.736323 0.084 -0.043 0.003 0.429
H 1.049462 5.163966 -3.803062 -0.047 0.047 -0.039 0.458
H -1.212571 4.455795 -2.963876 0.074 -0.073 0.013 0.260
H -1.371159 3.087487 -1.908562 0.011 0.095 -0.068 0.153
```
Forces are in eV/Å.

Computed values of energy above the lowest of the compared OMol25 structures with the same formula, charge and spin (unit: kJ/mol) for the preceding records, in sequence: 205.5; 0.0.